DFT (ωB97M-V/def2-TZVPD) results for C18H20Br30NO7P as an isolated structure in a non-equilibrium geometry.

Values from the calculation:
Orbital gap   0.2691 Eh
Calculated total energy   -78840.836732 a.u.

Geometry as XYZ:
```
77
Properties=species:S:1:pos:R:3:lowdin_charge:R:1
Br -6.36 3.14 -4.42 0.530
Br 4.95 0.46 5.80 0.556
C -2.70 0.88 -0.91 -0.481
Br -4.60 5.37 -2.92 0.532
H 3.00 1.31 7.88 -0.092
H 4.69 4.05 2.69 -0.071
Br 6.31 1.57 2.03 0.570
C 0.06 0.46 -0.48 -0.011
C 3.47 -0.96 -1.97 -0.108
Br 6.74 -0.53 -0.35 0.623
Br -3.81 8.29 2.36 0.560
C -5.40 1.28 2.26 -1.496
C -5.48 3.65 -2.77 -1.570
H -2.83 7.82 0.12 -0.025
C -3.48 -1.13 -1.66 -0.274
H 2.39 -2.59 -0.43 -0.002
H 1.08 -2.85 -2.54 0.017
H -4.69 2.91 -2.59 -0.044
C -1.39 -0.04 -0.92 -0.029
H -5.74 0.27 2.45 -0.024
H 0.05 1.62 -0.57 0.141
Br 5.31 -1.45 2.38 0.593
Br -10.46 1.39 -5.06 0.562
Br 0.56 1.10 8.29 0.558
N 2.54 -0.48 -0.91 -0.140
H -10.26 3.04 -6.91 -0.024
Br 2.04 -5.52 -2.05 0.582
O -2.57 1.99 -0.26 -0.277
H 0.30 0.25 0.63 0.140
Br 3.18 -4.64 0.82 0.644
H -1.54 -4.82 -2.35 0.073
Br -6.68 3.58 -1.25 0.520
Br -6.89 2.27 1.52 0.528
C -1.89 -1.29 -1.39 -0.031
Br -3.29 5.49 0.87 0.557
C -3.68 7.38 0.65 -1.600
C 2.41 1.35 8.80 -1.625
H 1.46 -1.52 0.76 0.089
Br 0.85 -6.84 0.63 0.590
Br 2.60 3.89 4.03 0.553
C 1.24 -0.06 -1.46 -0.349
O -0.18 -3.23 -0.27 -0.351
P -0.89 -2.87 -1.60 0.701
O -4.33 -2.04 -1.87 0.120
H 3.00 -1.70 -2.72 0.094
Br 2.98 -8.24 -4.61 0.539
Br 3.88 6.39 2.46 0.571
Br 2.50 -5.34 -5.91 0.546
O -2.04 -4.13 -1.87 -0.172
H 6.08 -1.53 6.76 -0.020
Br 7.93 -0.64 5.35 0.564
Br 3.04 3.73 0.85 0.537
Br -10.84 1.02 -8.23 0.559
H 0.97 -7.30 -5.74 -0.025
Br 2.29 -7.97 -7.74 0.567
C 6.43 -0.51 6.58 -1.586
Br -3.92 1.16 0.99 1.048
H 3.16 -6.87 -0.28 -0.024
Br 2.71 3.09 9.59 0.558
C 2.41 -6.08 -0.23 -1.551
C 2.04 -7.22 -5.97 -1.613
H 3.97 -0.09 -2.53 0.111
H 4.31 -1.54 -1.42 0.049
Br -8.01 1.99 -7.05 0.525
Br 3.05 -0.08 9.94 0.542
C -9.94 2.01 -6.83 -1.605
Br -4.82 2.01 3.96 0.563
C 6.63 -0.28 1.57 -1.568
Br -5.25 7.67 -0.45 0.529
H 3.31 -1.46 0.83 -0.006
O -3.78 0.28 -1.62 0.011
C 2.41 -1.57 0.11 -0.169
C 3.69 4.46 2.53 -1.627
O 0.17 -2.86 -2.94 -0.212
O 0.99 -0.03 -2.71 0.012
H 7.59 -0.56 1.98 -0.037
Br 6.96 0.22 8.29 0.571
```

DFT (ωB97M-V/def2-TZVPD) results for C6H22FN8O5Tl as an isolated structure in a non-equilibrium geometry.

Values from the calculation:
Orbital gap   0.1083 Eh
Charge   +2
Calculated total energy   -1327.804062 a.u.
Energy above the lowest of the compared OMol25 structures with the same formula, charge and spin   0.00 kcal/mol

Geometry as XYZ:
```
43
Properties=species:S:1:pos:R:3:nbo_charge:R:1
H 24.39 9.94 12.61 0.408
H 29.19 6.71 9.48 0.431
H 23.63 5.41 12.39 0.489
H 22.68 9.09 17.06 0.423
H 25.85 11.78 12.74 0.423
O 23.12 4.80 11.82 -0.658
H 20.97 6.24 11.87 0.239
H 28.18 2.15 10.76 0.422
H 23.45 5.84 10.08 0.140
C 26.30 9.83 13.27 0.756
O 28.28 6.48 11.81 -0.540
H 22.03 4.85 10.07 0.210
N 26.53 11.13 13.11 -0.788
H 26.02 3.15 10.66 0.412
C 24.19 7.93 16.16 0.767
C 22.60 5.53 10.70 -0.063
C 27.28 3.40 12.20 0.757
H 27.74 7.33 8.79 0.423
H 27.43 11.40 13.48 0.437
N 28.20 6.90 9.57 -0.802
O 25.31 7.43 16.32 -0.613
N 28.26 2.70 11.60 -0.793
N 26.29 6.73 10.82 -0.668
F 25.20 6.49 13.15 -0.846
N 23.60 8.70 17.09 -0.785
Tl 27.66 6.45 14.79 1.140
C 27.65 6.63 10.75 0.735
H 29.14 3.03 11.96 0.432
H 25.70 6.79 10.01 0.407
H 23.86 7.36 14.19 0.438
H 21.35 7.24 10.36 0.238
N 26.11 3.55 11.57 -0.692
H 25.86 6.60 11.75 0.456
C 21.72 6.66 11.20 -0.626
H 25.63 4.43 11.76 0.436
H 22.49 8.02 15.03 0.405
H 24.24 8.86 17.85 0.430
H 25.03 8.31 12.92 0.447
O 27.56 3.98 13.28 -0.543
H 22.29 7.34 11.83 0.174
N 23.46 7.75 15.03 -0.746
O 27.15 9.05 13.76 -0.601
N 25.16 9.31 12.75 -0.715
```

DFT (ωB97M-V/def2-TZVPD) results for the molecule C19H25N3O4S in a non-equilibrium geometry.

Values from the calculation:
Orbital gap   0.2837 Eh
SMILES string   CC(C)CNC(=S)N(CCCO)Cc1cc2cc3c(cc2[nH]c1=O)OCO3
Calculated total energy   -1602.460143 a.u.
Energy above the lowest of the compared OMol25 structures with the same formula, charge and spin   40.92 kcal/mol

Geometry as XYZ:
```
52
Properties=species:S:1:pos:R:3:nbo_charge:R:1
H -2.45 -2.60 -0.34 0.232
H -2.05 2.45 1.62 0.417
H 0.07 1.84 -0.75 0.201
H 4.32 -2.56 -1.50 0.485
C 0.06 -0.09 1.66 -0.141
O 4.44 -3.42 -1.07 -0.730
H -7.01 -1.46 -0.88 0.164
H 0.17 3.60 -0.55 0.198
C -2.02 -0.67 0.55 -0.149
C -0.42 1.27 1.88 0.631
H 2.01 1.84 -2.23 0.221
H 3.78 2.56 -0.72 0.231
H -4.17 2.01 0.58 0.229
C 2.74 2.67 -0.39 -0.217
H 3.39 -4.65 0.11 0.166
C 2.26 -2.82 -0.14 -0.446
S 3.79 -0.04 -1.04 -0.344
H 2.01 -2.14 -0.96 0.224
H 2.89 -2.52 1.92 0.195
H 1.35 -3.28 0.23 0.190
H 1.78 0.41 2.81 0.232
C 2.21 3.96 -2.47 -0.603
N -1.71 1.51 1.46 -0.569
O -5.80 0.21 -0.78 -0.466
H 4.01 -1.90 0.69 0.249
H -0.27 2.91 -2.12 0.209
C -4.55 0.09 -0.28 0.287
C -2.82 -1.61 -0.14 -0.206
O 0.23 2.16 2.40 -0.663
N 2.41 -0.66 1.12 -0.433
H 1.61 4.00 -3.37 0.209
C -2.51 0.63 0.80 0.278
C -4.06 -1.21 -0.53 0.215
C -6.11 -1.04 -1.37 0.235
C 1.45 -0.42 2.17 -0.248
H 1.39 -1.32 2.78 0.225
H 2.64 3.59 0.19 0.199
C 2.95 -2.00 0.96 -0.224
O -5.02 -1.92 -1.20 -0.470
C -3.80 1.02 0.39 -0.313
N 2.42 1.58 0.49 -0.620
C -0.72 -0.99 1.02 -0.093
C 0.36 2.78 -1.24 -0.609
H -0.35 -1.99 0.84 0.217
C 3.19 -3.91 -0.67 -0.050
H 3.25 3.92 -2.75 0.212
H 2.03 4.87 -1.90 0.197
C 1.83 2.74 -1.63 -0.233
H -6.32 -0.90 -2.44 0.164
H 2.69 -4.42 -1.51 0.158
H 1.82 1.80 1.28 0.429
C 2.81 0.32 0.26 0.331
```

DFT (ωB97M-V/def2-TZVPD) results for a 11-piece molecular cluster, C22H66O11S11 overall in a non-equilibrium geometry.

Values from the calculation:
Orbital gap   0.3093 Eh
Calculated total energy   -6084.587376 a.u.
Energy above the lowest of the compared OMol25 structures with the same formula, charge and spin   376.20 kcal/mol

Geometry as XYZ:
```
110
Properties=species:S:1:pos:R:3:lowdin_charge:R:1
C -5.34 -1.26 -1.55 -0.335
C 1.08 -0.91 5.45 -0.200
H 2.81 0.41 -2.18 0.009
C 1.92 3.71 5.20 -0.314
H 0.80 -0.30 4.93 -0.145
H -0.53 1.25 1.96 0.059
H 3.70 -6.39 2.81 0.083
H -0.48 -3.22 5.01 0.099
S -0.42 -1.21 6.39 0.850
C 0.46 4.71 1.17 -0.283
S -2.32 0.02 -6.15 0.898
C 2.10 1.11 -2.42 -0.260
C -5.81 4.20 -1.87 -0.286
H -4.37 0.95 -6.71 0.066
C -3.86 -2.84 -0.13 -0.237
H -6.85 3.98 -1.46 0.068
H -2.30 1.05 -0.36 0.059
H 6.05 -2.18 -0.64 0.059
H -1.57 3.53 5.43 0.033
H 1.59 -5.43 -0.49 0.061
H 0.38 4.96 2.13 0.000
C 3.01 -5.57 2.34 -0.300
H 1.92 1.76 -1.57 0.049
H -5.98 4.06 -2.99 0.081
C 0.63 -4.31 2.11 -0.282
S 0.45 4.57 5.51 0.822
H -0.80 -1.14 -4.72 0.012
H 4.11 -2.41 0.75 0.063
C 0.14 0.50 1.53 -0.280
H -2.99 -2.18 -0.29 0.043
H 0.84 0.24 2.23 0.034
H 2.00 3.32 4.22 0.036
H 2.91 4.23 5.39 0.088
H -0.31 -3.30 -3.32 0.020
S -5.11 -2.92 -1.43 0.865
C -3.13 3.74 -2.04 -0.228
H 0.87 -2.15 -3.48 -0.024
S 2.15 1.76 -4.09 0.837
H 2.04 2.95 6.02 0.069
C 1.47 -5.07 -1.60 -0.233
S 1.50 -5.31 3.24 0.854
S 0.80 5.86 -0.03 0.848
H 1.02 0.53 -2.43 0.081
C 2.66 0.31 -4.97 -0.270
H -3.92 1.45 -5.27 -0.003
H -0.33 4.26 0.95 -0.035
H -4.26 -2.58 0.71 -0.027
H 1.19 -3.80 -4.03 0.107
H -3.82 -3.94 0.10 0.078
H 1.77 -0.49 6.20 0.090
H -0.36 -3.85 2.67 0.134
H 2.61 -6.18 1.37 0.079
S -0.87 -0.64 0.74 0.832
H -5.90 5.29 -1.68 0.057
S 1.55 -3.28 -1.72 0.839
H 2.80 0.02 -5.95 0.030
H -1.12 -1.66 4.27 -0.008
C 3.78 -1.33 0.62 -0.333
O 6.15 -1.33 2.02 -0.583
H 1.16 -3.64 1.84 -0.095
H 3.64 -0.19 -4.69 0.094
H -0.74 3.24 3.96 -0.002
H -0.31 2.39 5.64 0.067
S -4.53 3.16 -1.12 0.815
H 3.39 -1.17 -0.34 -0.010
O 1.18 5.20 -1.37 -0.539
O -4.88 1.85 -1.73 -0.564
H 2.79 5.65 0.81 -0.018
H 1.92 -5.51 -2.38 0.003
H 3.62 -4.63 2.06 0.083
H -2.88 4.66 -1.80 0.008
H -6.11 -0.92 -2.23 0.068
H 0.41 -5.16 -1.98 0.071
H 1.76 6.78 1.89 0.133
H 0.71 0.99 0.76 0.045
O 0.32 5.62 4.49 -0.551
S 5.30 -0.53 0.89 0.799
H -4.44 -0.93 -2.05 0.038
C 0.68 -3.13 -3.28 -0.236
H 1.55 -1.79 5.15 0.047
H 5.58 -0.61 -1.58 0.097
C -1.43 0.41 -0.61 -0.242
O 3.00 -3.06 -2.14 -0.569
H -5.38 -0.71 -0.67 0.035
H -2.18 -2.42 5.39 0.052
O -4.21 -3.32 -2.63 -0.566
C 6.08 -1.07 -0.61 -0.304
H 1.80 -0.24 -4.42 0.029
H 2.78 7.21 0.42 0.051
H -2.35 -1.03 -4.04 -0.019
H 3.08 -1.25 1.54 0.084
C 2.21 6.42 0.83 -0.253
H 0.35 -4.97 1.28 0.052
C -1.14 -2.23 5.13 -0.277
H -1.60 -0.24 -1.63 0.120
H -2.41 3.01 -1.84 0.015
H -1.39 0.16 -3.92 0.028
O 1.76 -4.27 4.43 -0.584
H -4.45 -0.04 -5.26 -0.011
O -2.55 -1.18 -7.13 -0.569
O 0.15 -1.73 0.27 -0.602
H 7.13 -0.61 -0.23 0.097
C -1.67 -0.60 -4.58 -0.225
C -0.67 3.21 4.96 -0.207
O 3.35 2.74 -3.98 -0.570
H -3.46 3.70 -3.09 0.076
H 1.15 3.94 0.96 0.066
C -3.98 0.60 -5.78 -0.198
H -0.54 0.86 -0.86 -0.029
O -0.04 -2.22 7.45 -0.556
```